The following is a DFT calculation (wB97M-V/def2-TZVPD) of a cluster of 14 separate species, C78H187N13O14 in total.

Each line ends with the Löwdin charge.
CARTESIAN COORDINATES (ANGSTROEM)
C 18.969 38.597 -8.493  -0.03
C 20.204 39.041 -9.304  -0.47
C 21.175 37.814 -9.354  -0.10
C 20.806 36.734 -10.396  -0.15
C 20.574 37.425 -11.737  -0.15
C 19.624 38.620 -11.754  -0.50
N 19.874 39.533 -10.632  -0.10
O 19.149 40.734 -10.583  -0.01
C 19.838 39.437 -13.036  -0.03
C 18.159 38.121 -11.753  -0.02
C 20.890 40.103 -8.445  -0.03
H 19.241 38.022 -7.603  0.07
H 18.349 37.894 -9.054  0.05
H 18.322 39.405 -8.152  0.06
H 22.098 38.284 -9.703  0.12
H 21.191 37.386 -8.355  0.09
H 19.863 36.268 -10.100  0.10
H 21.587 35.992 -10.552  0.11
H 20.257 36.732 -12.524  0.12
H 21.558 37.676 -12.152  0.12
H 18.998 40.100 -13.238  0.07
H 20.779 39.982 -13.000  0.09
H 19.884 38.704 -13.846  0.08
H 17.897 37.503 -12.615  0.09
H 17.985 37.435 -10.920  0.04
H 17.420 38.917 -11.641  0.08
H 21.118 39.656 -7.474  0.07
H 20.293 41.008 -8.348  0.07
H 21.873 40.379 -8.836  0.08
H 18.260 40.425 -10.336  0.06
C 16.504 46.046 -2.387  -0.02
C 17.960 46.488 -2.668  -0.50
C 18.871 46.385 -1.402  -0.12
C 19.346 44.946 -1.073  -0.15
C 20.089 44.367 -2.289  -0.11
C 19.191 44.421 -3.556  -0.43
N 18.584 45.728 -3.740  -0.10
O 17.910 45.825 -4.963  0.00
C 20.153 44.144 -4.722  -0.06
C 18.187 43.291 -3.449  -0.01
C 18.021 47.979 -3.025  -0.04
H 16.343 44.969 -2.346  0.06
H 15.788 46.394 -3.135  0.08
H 16.157 46.463 -1.438  0.08
H 19.755 46.999 -1.563  0.11
H 18.214 46.654 -0.574  0.11
H 18.408 44.416 -0.867  0.10
H 19.841 44.850 -0.106  0.11
H 20.453 43.353 -2.111  0.10
H 21.025 44.917 -2.432  0.09
H 20.777 43.250 -4.603  0.05
H 19.705 43.905 -5.693  0.02
H 20.886 44.939 -4.886  0.09
H 17.700 43.474 -2.490  0.07
H 17.500 43.324 -4.293  0.06
H 18.653 42.305 -3.394  0.08
H 19.042 48.334 -3.140  0.08
H 17.493 48.579 -2.283  0.09
H 17.458 48.067 -3.957  0.08
H 18.470 46.296 -5.590  0.11
C 25.794 42.036 -4.627  -0.02
C 25.306 43.421 -4.167  -0.45
C 23.813 43.499 -4.420  -0.17
C 23.242 44.766 -3.845  -0.14
C 23.472 44.781 -2.325  -0.13
C 24.955 44.593 -1.885  -0.50
N 25.545 43.523 -2.708  -0.09
O 26.887 43.266 -2.369  -0.02
C 25.614 45.956 -2.075  -0.04
C 25.002 44.170 -0.415  -0.03
C 26.121 44.444 -4.988  0.02
H 25.688 41.952 -5.709  0.04
H 25.186 41.276 -4.135  0.08
H 26.836 41.863 -4.362  0.09
H 23.624 43.508 -5.497  0.02
H 23.306 42.641 -3.972  0.14
H 22.186 44.840 -4.115  0.06
H 23.702 45.672 -4.243  0.12
H 22.784 44.198 -1.701  0.10
H 23.121 45.753 -1.952  0.12
H 25.303 46.531 -2.943  0.07
H 25.366 46.547 -1.189  0.08
H 26.700 45.843 -2.043  0.09
H 24.532 44.867 0.276  0.09
H 24.534 43.189 -0.310  0.08
H 26.056 44.056 -0.153  0.08
H 27.198 44.357 -4.848  0.10
H 25.803 45.443 -4.693  0.07
H 25.997 44.365 -6.071  0.06
H 26.841 42.418 -1.915  0.11
C 17.901 40.101 -0.858  -0.04
C 19.347 39.645 -0.773  -0.47
C 20.203 40.632 -1.567  -0.15
C 21.675 40.597 -1.225  -0.17
C 21.766 40.829 0.295  -0.13
C 21.115 39.711 1.121  -0.50
N 19.718 39.608 0.662  -0.11
O 18.911 38.741 1.424  -0.01
C 21.878 38.394 1.007  -0.02
C 21.107 40.218 2.578  -0.04
C 19.495 38.263 -1.411  -0.01
H 17.188 39.502 -0.290  0.08
H 17.585 40.188 -1.900  0.08
H 17.807 41.110 -0.447  0.08
H 20.181 40.435 -2.644  0.10
H 19.785 41.644 -1.531  0.10
H 22.201 41.391 -1.757  0.10
H 22.088 39.616 -1.464  0.09
H 21.295 41.787 0.525  0.12
H 22.839 40.985 0.445  0.12
H 22.454 38.216 1.918  0.08
H 21.236 37.515 0.917  0.08
H 22.538 38.329 0.142  0.07
H 22.071 40.613 2.902  0.09
H 20.440 41.075 2.703  0.08
H 20.761 39.426 3.245  0.08
H 20.524 37.935 -1.576  0.07
H 18.911 38.118 -2.318  0.06
H 19.151 37.541 -0.661  0.07
H 18.506 39.370 2.032  0.10
C 16.575 36.541 -2.738  -0.02
C 16.420 35.000 -2.585  -0.50
C 17.665 34.446 -1.915  -0.13
C 17.728 34.686 -0.407  -0.16
C 16.489 33.965 0.182  -0.13
C 15.187 34.568 -0.376  -0.51
N 15.226 34.614 -1.838  -0.11
O 14.070 35.096 -2.475  -0.01
C 14.057 33.599 -0.056  -0.04
C 14.987 35.930 0.309  -0.02
C 16.281 34.405 -3.989  -0.02
H 17.476 36.932 -3.209  0.05
H 16.583 37.071 -1.774  0.07
H 15.693 37.052 -3.139  0.07
H 17.737 33.376 -2.120  0.12
H 18.538 34.957 -2.331  0.12
H 17.732 35.738 -0.116  0.09
H 18.627 34.288 0.067  0.11
H 16.605 34.182 1.248  0.12
H 16.570 32.884 0.068  0.12
H 13.862 33.436 1.008  0.09
H 13.100 33.839 -0.519  0.08
H 14.339 32.613 -0.430  0.09
H 15.820 36.626 0.217  0.07
H 14.060 36.413 -0.012  0.07
H 14.857 35.771 1.382  0.09
H 15.433 34.849 -4.507  0.08
H 16.245 33.319 -3.936  0.09
H 17.145 34.752 -4.563  0.06
H 14.042 36.010 -2.139  0.05
C 15.417 40.519 -10.029  -0.16
O 16.588 40.930 -9.356  -0.15
H 15.432 40.938 -11.038  0.09
H 15.193 39.451 -10.043  0.05
H 14.545 41.036 -9.606  0.08
H 16.443 40.940 -8.397  0.03
C 19.236 45.304 -10.907  -0.06
C 18.327 44.090 -10.886  -0.45
C 16.833 44.366 -10.742  -0.17
O 16.503 44.990 -9.506  -0.14
C 16.656 44.169 -8.379  -0.14
N 18.564 43.277 -12.088  0.04
H 19.097 45.977 -10.061  0.07
H 18.953 45.916 -11.771  0.08
H 20.267 44.983 -11.044  0.07
H 18.686 43.477 -10.046  0.11
H 16.246 43.442 -10.778  0.11
H 16.558 45.028 -11.564  0.13
H 17.675 43.863 -8.127  0.09
H 16.096 43.223 -8.387  0.09
H 16.164 44.706 -7.565  0.02
H 19.562 43.167 -12.205  0.07
H 18.163 42.352 -12.038  0.05
C 25.386 42.772 -7.628  -0.05
C 24.143 42.880 -6.737  -0.48
C 23.131 43.940 -7.265  -0.13
O 21.888 43.726 -6.606  -0.26
C 20.788 44.213 -7.378  -0.07
N 23.501 41.544 -6.668  0.12
H 26.136 42.111 -7.194  0.08
H 25.855 43.760 -7.644  0.07
H 25.203 42.447 -8.652  0.08
H 24.462 43.166 -5.733  -0.01
H 22.979 43.846 -8.349  0.13
H 23.521 44.958 -7.155  0.14
H 19.968 44.123 -6.656  0.01
H 20.609 43.520 -8.200  0.10
H 20.831 45.289 -7.550  0.12
H 23.325 41.280 -7.637  0.07
H 22.553 41.818 -6.406  0.04
C 14.844 41.366 -0.952  -0.06
C 14.494 40.351 -2.055  -0.40
C 13.524 39.286 -1.543  -0.19
O 13.380 38.265 -2.511  -0.21
C 12.177 37.536 -2.313  -0.11
N 14.011 41.168 -3.185  0.05
H 14.004 42.039 -0.758  0.08
H 15.759 41.905 -1.186  0.06
H 14.979 40.931 0.044  0.08
H 15.416 39.910 -2.445  0.12
H 12.611 39.866 -1.344  0.13
H 13.828 38.952 -0.546  0.12
H 12.186 36.749 -3.077  0.09
H 11.234 38.040 -2.525  0.09
H 12.164 36.938 -1.399  0.09
H 13.146 41.615 -2.883  0.08
H 13.759 40.456 -3.874  0.03
C 23.599 39.007 -4.263  -0.07
C 22.784 37.712 -4.189  -0.44
C 21.498 37.686 -4.994  -0.19
O 20.843 36.436 -4.790  -0.19
C 19.663 36.274 -5.543  -0.12
N 23.677 36.638 -4.604  0.04
H 23.036 39.825 -3.809  0.05
H 23.768 39.210 -5.323  0.07
H 24.571 38.881 -3.790  0.08
H 22.406 37.581 -3.163  0.12
H 21.627 37.875 -6.069  0.11
H 20.799 38.479 -4.701  0.12
H 19.267 35.272 -5.364  0.08
H 19.941 36.378 -6.595  0.07
H 18.854 36.899 -5.148  0.07
H 23.162 35.788 -4.825  0.07
H 24.152 36.332 -3.757  0.08
C 14.541 45.011 -6.787  -0.06
C 13.951 44.043 -5.776  -0.38
C 12.817 43.235 -6.358  -0.19
O 11.841 44.113 -6.870  -0.17
C 10.772 43.535 -7.542  -0.13
N 15.011 43.214 -5.202  0.04
H 13.893 45.795 -7.176  0.10
H 15.117 44.573 -7.609  0.01
H 15.321 45.614 -6.302  0.09
H 13.654 44.719 -4.963  0.14
H 12.317 42.738 -5.510  0.12
H 13.146 42.465 -7.062  0.11
H 10.283 44.338 -8.098  0.09
H 9.985 43.054 -6.949  0.08
H 11.066 42.815 -8.317  0.08
H 14.667 42.570 -4.488  0.05
H 15.659 43.854 -4.760  0.07
C 11.302 39.457 -5.390  -0.05
C 12.422 38.867 -6.248  -0.37
C 12.420 39.500 -7.648  -0.18
O 13.251 38.678 -8.446  -0.23
C 12.938 38.791 -9.837  -0.08
N 13.690 39.022 -5.479  0.05
H 10.455 39.849 -5.957  0.08
H 11.582 40.252 -4.698  0.07
H 10.910 38.638 -4.784  0.07
H 12.299 37.784 -6.336  0.14
H 12.888 40.495 -7.607  0.10
H 11.394 39.705 -7.963  0.12
H 13.206 37.856 -10.325  0.09
H 13.527 39.635 -10.211  0.04
H 11.880 38.981 -10.023  0.09
H 13.430 38.668 -4.558  0.05
H 14.363 38.316 -5.783  0.04
C 17.141 35.529 -7.547  -0.04
C 16.301 36.570 -8.296  -0.42
C 15.942 36.147 -9.710  -0.21
O 15.223 34.935 -9.649  -0.20
C 15.110 34.238 -10.885  -0.08
N 15.181 36.964 -7.461  0.07
H 18.023 35.224 -8.114  0.08
H 16.493 34.682 -7.324  0.08
H 17.522 36.050 -6.668  0.04
H 16.969 37.438 -8.359  0.09
H 16.813 35.985 -10.365  0.10
H 15.368 36.871 -10.309  0.11
H 14.414 34.769 -11.541  0.08
H 14.767 33.257 -10.570  0.09
H 16.082 34.206 -11.386  0.09
H 14.677 37.768 -7.859  0.05
H 14.532 36.187 -7.385  0.09
C 16.913 39.397 -5.119  -0.04
C 16.838 40.890 -5.429  -0.37
C 18.229 41.368 -5.913  -0.17
O 19.169 41.137 -4.887  -0.21
C 20.537 41.449 -5.143  -0.11
N 15.860 41.062 -6.511  0.06
H 15.977 39.008 -4.706  0.04
H 17.604 39.204 -4.294  0.06
H 17.180 38.785 -5.981  0.07
H 16.654 41.531 -4.563  0.10
H 18.148 42.450 -6.083  0.11
H 18.509 40.874 -6.849  0.10
H 20.949 40.572 -5.652  0.07
H 20.961 41.600 -4.153  0.09
H 20.717 42.309 -5.794  0.05
H 15.428 41.960 -6.273  0.02
H 15.094 40.406 -6.372  0.04

Properties
molar mass	1531.431	g mol⁻¹
strongest force on any atom	6.215	eV/A
charge	0
relative energy (zero: lowest compared OMol25 entry of this formula, charge and spin)	975.0	kJ/mol
HOMO	-7.958	eV
DFT total energy	-4848.52323	Eh